No. 1
Here is the molecule C5H12N2 at a distorted geometry from the Open Molecules 2025 dataset. Energies are from wB97M-V/def2-TZVPD.

Last column: natural (NBO) charge in e.
Cartesian coordinates (Å):
H  -3.03  1.28  0.57  0.35
N  -2.71  0.35  0.90  -0.83
C  -0.46  -0.70  1.35  -0.46
H  0.05  -2.71  0.36  0.22
C  1.90  0.98  -1.75  -0.45
H  -1.24  -1.22  1.92  0.22
H  -3.16  0.35  1.82  0.34
C  1.19  -1.09  -0.50  -0.04
H  0.24  -0.29  2.05  0.21
H  -1.03  0.73  -0.17  0.23
H  2.22  1.34  -0.76  0.19
H  2.84  0.59  -2.22  0.19
C  0.29  -1.58  0.40  -0.22
H  0.71  -0.56  -2.32  0.37
N  0.76  -0.04  -1.46  -0.64
C  -1.26  0.56  0.88  -0.22
H  -0.93  1.40  1.54  0.16
H  2.27  -1.13  -0.33  0.17
H  1.35  1.74  -2.30  0.21

Values from the calculation:
frontier orbital gap: 7.94 eV
HOMO level: -7.5 eV
relative energy (zero: lowest compared OMol25 entry of this formula, charge and spin): 4.481 eV
E_tot: -307.064668 hartree
SMILES: CN/C=C\CCN


No. 2
Here is a 7-piece molecular cluster, C39H82N7O7 overall at a distorted geometry from the Open Molecules 2025 dataset. Energies are from wB97M-V/def2-TZVPD.

Last column: Löwdin charge in e.
Cartesian coordinates (Å):
C  16.45  16.07  19.72  -0.01
C  12.23  11.98  13.34  -0.06
H  17.16  18.60  10.84  0.10
H  10.86  10.67  18.83  0.11
H  12.62  15.66  12.25  0.07
O  14.46  14.31  12.35  -0.08
C  20.91  16.06  17.20  -0.06
H  14.45  18.47  10.37  0.10
H  14.19  10.03  12.35  0.11
C  16.85  13.68  19.65  -0.19
N  14.65  14.58  19.25  -0.06
H  8.45  7.99  16.63  0.12
H  7.97  8.23  18.36  0.12
H  13.72  16.17  8.90  0.09
C  17.86  10.69  11.05  -0.02
H  21.34  13.35  17.53  0.08
O  14.93  10.85  15.42  -0.05
H  8.85  5.99  18.13  0.12
H  10.47  9.39  19.93  0.06
C  9.69  9.34  17.84  -0.47
C  12.93  16.64  11.83  -0.07
O  20.15  14.45  14.16  0.02
C  9.45  6.95  18.30  -0.16
H  13.01  17.35  12.72  0.11
H  11.36  5.98  18.15  0.11
H  10.51  6.21  16.61  0.12
H  15.74  16.82  19.97  0.07
H  18.05  14.92  13.38  0.08
O  13.98  15.60  18.61  -0.07
C  17.03  14.64  10.93  -0.04
H  16.19  11.88  18.49  0.17
C  12.78  7.53  16.38  -0.01
C  19.61  9.75  12.57  -0.06
H  16.76  16.56  18.75  0.09
C  14.13  15.53  9.73  -0.01
H  12.20  7.43  15.41  0.10
C  16.48  17.75  10.76  -0.19
H  12.99  14.19  21.29  0.10
C  13.41  12.61  18.31  0.00
H  9.92  11.25  17.05  0.09
C  9.18  10.44  16.92  -0.03
H  12.54  13.06  18.03  0.06
H  14.34  9.87  8.64  0.06
H  13.47  8.40  16.30  0.08
C  16.13  14.72  19.05  -0.55
H  20.13  10.68  12.74  0.09
H  18.15  14.41  10.93  0.12
H  14.16  12.22  17.50  0.11
H  13.11  6.94  18.83  0.12
N  15.86  10.95  7.69  -0.18
N  15.07  15.53  12.05  -0.06
H  9.62  6.96  19.41  0.13
H  17.75  10.19  7.11  0.06
N  13.52  11.59  13.72  -0.21
H  18.92  9.68  13.43  0.09
H  16.73  10.92  5.82  0.07
C  14.86  12.38  20.18  -0.19
H  14.69  11.89  9.11  0.14
C  21.28  13.63  16.48  -0.06
H  20.26  8.88  12.63  0.08
H  13.44  14.65  9.80  0.08
H  22.25  13.60  16.01  0.08
H  15.00  15.00  9.37  0.02
H  15.34  11.01  13.27  0.07
H  9.14  10.43  19.61  0.09
C  16.21  12.31  19.60  -0.13
C  13.85  11.37  15.00  -0.30
H  14.83  18.09  12.12  0.11
C  16.63  15.48  12.11  -0.51
H  17.02  15.14  9.98  0.05
C  10.00  9.98  19.16  -0.02
H  19.71  7.93  11.01  0.13
H  12.89  12.74  20.99  0.10
C  17.06  10.95  6.83  -0.02
H  11.74  12.30  14.23  0.08
N  20.59  14.90  16.35  -0.20
C  15.01  17.82  11.03  -0.11
H  17.57  11.94  7.11  0.11
H  14.94  12.92  21.12  0.14
C  14.19  16.24  11.15  -0.44
H  13.33  6.57  16.54  0.10
C  17.10  16.96  12.02  -0.11
H  14.27  11.48  20.25  0.13
H  16.01  13.69  17.12  0.06
N  18.89  9.72  11.32  -0.20
H  11.82  14.00  19.99  0.12
H  16.72  17.27  9.72  0.14
H  9.15  10.11  15.86  0.10
H  12.21  8.44  19.65  0.07
C  12.61  7.96  18.77  -0.02
H  17.80  11.39  11.84  0.07
O  16.10  13.09  8.28  -0.01
C  20.09  15.20  15.09  -0.36
H  17.01  10.03  10.87  0.09
H  13.09  11.78  15.65  0.10
H  17.88  13.92  19.47  0.13
H  16.43  13.74  10.83  0.07
H  15.99  9.01  8.35  0.09
H  20.64  12.89  15.90  0.11
H  14.70  9.33  7.02  0.10
H  14.52  11.86  11.91  0.09
H  12.20  17.01  11.06  0.10
C  12.80  13.65  20.36  -0.04
N  11.11  9.05  17.29  -0.18
H  16.82  11.86  20.31  0.10
H  11.81  11.11  12.82  0.10
H  19.72  16.25  15.04  0.14
H  16.57  13.93  13.55  0.09
H  18.14  11.14  10.05  0.11
C  14.40  11.07  12.71  -0.06
H  15.73  15.53  16.97  0.09
C  8.77  8.18  17.64  -0.13
H  12.28  12.87  12.69  0.09
C  11.76  7.80  17.54  -0.54
H  18.18  16.87  11.73  0.13
H  13.00  11.70  18.79  0.08
C  15.53  12.03  8.37  -0.39
H  16.90  17.39  13.01  0.12
C  16.20  14.68  17.50  -0.02
C  19.06  8.67  10.51  -0.38
C  15.16  9.66  7.99  -0.02
H  21.86  16.51  16.98  0.07
H  16.38  15.50  14.12  0.09
H  16.78  13.97  20.77  0.15
C  10.78  6.67  17.56  -0.15
C  16.94  14.94  13.40  -0.05
H  20.17  16.87  17.04  0.09
H  20.92  15.68  18.22  0.08
H  17.36  14.62  17.32  0.11
C  13.91  13.24  19.59  -0.60
H  8.18  10.57  17.12  0.06
O  18.55  8.57  9.44  0.03
O  11.81  10.02  17.24  -0.05
H  17.34  16.27  20.26  0.06
H  13.39  8.71  18.53  0.09

Values from the calculation:
frontier orbital gap (alpha / beta): 8.11 / 9.14 eV
spin multiplicity: 4
HOMO level (alpha / beta): -7.5 / -8.7 eV
relative energy (zero: lowest compared OMol25 entry of this formula, charge and spin): 4.397 eV
E_tot: -2444.638101 hartree
expectation value of S²: 3.763


No. 3
Here is the molecule C15H28N6 at a distorted geometry from the Open Molecules 2025 dataset. Energies are from wB97M-V/def2-TZVPD.

Last column: natural (NBO) charge in e.
Cartesian coordinates (Å):
C  -2.95  0.18  -1.04  -0.03
C  -4.38  -0.14  -0.58  -0.42
H  -1.97  1.54  0.35  0.21
H  -4.54  2.58  -0.89  0.19
C  -4.00  2.15  -0.04  -0.40
H  4.32  -1.25  0.25  0.22
C  -1.84  -1.08  0.77  -0.27
H  -0.85  -0.56  -2.36  0.20
N  0.70  0.48  1.78  -0.32
H  2.31  -2.20  0.63  0.21
C  4.47  1.48  -0.20  -0.61
H  -4.34  0.63  1.44  0.20
H  4.88  1.19  0.76  0.21
H  1.10  -1.89  -1.53  0.19
C  -4.73  0.91  0.47  -0.40
H  4.05  2.48  -0.12  0.24
H  -0.87  -2.53  2.05  0.20
H  4.87  -0.86  -1.37  0.23
H  3.59  0.91  -2.75  0.22
H  3.30  -1.63  -1.16  0.21
N  2.31  0.58  0.34  -0.21
H  -0.42  -2.81  -1.55  0.21
C  2.81  0.91  -2.00  -0.61
H  -5.06  -0.05  -1.43  0.21
H  -5.81  1.07  0.56  0.21
H  -0.17  0.17  -0.90  0.16
H  -2.82  -1.22  1.23  0.20
N  0.28  -2.34  0.33  -0.44
H  -4.46  -1.16  -0.21  0.22
C  1.50  -0.26  1.04  0.32
C  1.40  -1.76  1.04  -0.26
N  1.00  1.74  1.53  -0.06
H  2.38  1.91  -1.92  0.23
H  -1.56  -3.21  0.57  0.19
N  -2.00  -0.86  -0.66  -0.46
C  3.38  0.49  -0.64  0.13
C  4.00  -0.91  -0.73  -0.62
H  1.31  -2.07  2.08  0.23
C  -1.01  -2.36  0.99  -0.21
H  2.02  0.22  -2.31  0.21
H  -1.33  -0.25  1.28  0.21
H  -3.89  2.92  0.72  0.21
C  -0.71  -0.71  -1.28  -0.24
C  0.12  -1.98  -1.06  -0.22
H  5.27  1.49  -0.94  0.21
N  1.93  1.83  0.69  -0.08
C  -2.65  1.60  -0.50  -0.44
H  -2.18  2.23  -1.26  0.21
H  -2.92  0.19  -2.13  0.19

Values from the calculation:
frontier orbital gap: 8.59 eV
HOMO level: -7.9 eV
relative energy (zero: lowest compared OMol25 entry of this formula, charge and spin): 0.039 eV
E_tot: -916.855354 hartree
SMILES: CC(C)(C)n1nnnc1CN1CCN(C2CCCC2)CC1


No. 4
Here is C43H51ClF6N4O11STl as an isolated structure at a distorted geometry from the Open Molecules 2025 dataset. Energies are from wB97M-V/def2-TZVPD.

Last column: Löwdin charge in e.
Cartesian coordinates (Å):
C  1.63  -1.20  6.29  -0.06
H  2.04  -6.60  0.48  0.10
C  1.83  4.72  -0.91  -0.03
C  1.47  -0.79  5.01  -0.10
C  -2.33  1.06  5.01  -0.14
H  -3.82  1.34  -0.94  0.06
C  -2.53  -0.08  5.79  -0.02
Cl  -2.82  3.92  -2.65  0.69
C  -3.81  -0.93  3.97  -0.01
C  -3.05  -3.42  -0.25  -0.13
O  -4.65  1.92  0.83  -0.22
S  -0.87  0.52  0.76  0.55
O  -2.69  5.13  -3.44  -0.25
H  1.57  3.75  3.61  0.06
C  -0.04  -2.94  5.92  -0.25
H  0.92  -2.72  7.77  0.12
O  -1.73  3.03  -3.01  -0.30
H  1.88  -4.22  -2.44  0.10
O  0.40  0.67  1.47  -0.33
F  0.21  -0.91  -1.28  0.08
H  -3.43  -2.02  5.85  0.11
F  3.43  2.57  2.31  0.03
C  5.51  3.38  -0.64  -0.05
C  3.19  -1.70  -4.24  -0.06
H  -4.04  -3.74  -0.59  0.08
H  0.28  5.83  2.42  0.11
H  -2.72  -1.85  1.00  -0.03
H  -0.90  -2.80  3.88  0.12
H  -4.34  -1.77  3.55  0.11
H  -4.34  0.00  0.15  0.07
H  -3.50  0.81  -3.66  0.08
H  0.35  3.72  4.93  0.08
H  1.99  -1.67  -2.51  0.09
H  0.37  -1.04  -4.96  0.08
C  -0.20  -2.43  4.63  -0.01
H  -4.04  -3.51  -5.84  0.11
C  -3.73  -1.28  -3.28  -0.03
O  -2.71  4.29  -1.26  -0.35
C  -3.93  -2.62  -5.24  -0.06
C  0.17  0.01  -5.15  -0.17
N  0.04  4.68  0.71  0.09
H  2.20  4.43  -1.88  0.12
C  3.91  -3.74  -5.13  -0.26
C  -0.39  0.31  -1.14  -0.58
C  3.90  -2.41  -5.19  -0.01
H  3.10  1.52  -2.09  0.10
H  2.58  6.63  1.76  0.12
H  3.25  -0.63  -4.13  0.10
C  -3.99  -2.54  -3.86  -0.04
H  -0.44  -0.70  -6.78  0.08
C  3.89  2.55  0.99  -0.22
H  -0.70  0.35  -4.58  0.06
C  4.74  2.80  -1.60  -0.11
N  3.45  -5.03  0.21  0.06
C  0.52  -1.34  4.19  -0.05
H  2.31  1.32  0.27  0.09
C  5.00  3.30  0.67  -0.02
N  -3.62  -0.23  -5.48  0.10
O  -0.03  0.12  -6.51  -0.07
C  1.32  -3.29  1.00  -0.04
H  4.56  -1.85  -5.83  0.13
H  6.39  3.98  -0.78  0.12
C  2.39  -3.73  -3.25  -0.04
C  3.66  2.02  -1.32  -0.09
H  0.12  2.32  2.43  0.00
O  -1.60  1.79  0.81  -0.41
F  -0.83  -3.95  6.37  0.06
C  -3.76  -1.47  -6.01  -0.11
C  2.62  -2.81  0.65  -0.07
C  2.42  -2.33  -3.26  -0.06
C  -3.31  -1.12  5.26  -0.04
H  -1.97  -0.17  6.70  0.11
C  1.13  -4.70  0.96  -0.05
H  2.08  0.02  4.65  0.10
H  -3.60  -1.24  -2.21  0.08
C  0.73  5.55  1.48  -0.11
C  3.10  -4.43  -4.23  0.03
H  -1.86  1.95  5.39  0.11
H  -5.49  1.88  1.30  0.10
C  0.79  3.17  4.10  -0.08
C  -3.51  0.26  3.25  -0.09
H  -3.96  -3.45  -3.27  0.10
C  -4.56  1.00  -0.22  -0.16
H  2.39  -0.78  6.94  0.11
H  -3.93  0.28  2.25  0.08
H  -3.85  -1.51  -7.09  0.11
H  -0.08  3.74  -1.10  0.09
C  3.21  1.86  -0.01  0.01
C  3.61  -3.68  0.28  -0.17
N  -2.83  1.27  3.82  0.06
O  -1.61  -0.69  1.09  -0.31
H  4.57  -3.31  -0.06  0.10
H  0.21  -5.18  1.25  0.09
C  2.54  5.55  -0.06  -0.05
O  -4.12  3.30  -2.94  -0.27
C  0.86  -2.29  6.78  0.03
C  -3.62  -0.16  -4.13  -0.11
H  -5.45  0.97  -0.84  0.10
H  1.24  2.27  4.52  0.06
H  0.31  -0.99  3.19  0.08
F  4.77  -4.43  -5.94  0.08
H  0.98  0.67  -4.82  0.08
H  5.06  2.85  -2.63  0.11
H  -2.44  -2.93  -1.01  0.06
H  0.58  -2.59  1.36  0.08
Tl  -2.87  4.06  2.10  1.00
H  3.27  -5.50  -4.16  0.13
C  1.97  6.01  1.11  -0.03
O  -3.21  -2.68  1.00  -0.15
C  0.61  4.27  -0.45  -0.09
H  3.50  5.87  -0.44  0.12
H  -2.48  -4.34  -0.14  0.06
H  2.77  -1.74  0.72  0.09
F  0.54  1.20  -1.50  0.13
O  -0.30  2.75  3.17  -0.25
C  2.19  -5.53  0.53  -0.11
F  -1.47  0.30  -1.89  0.14
H  5.53  3.91  1.39  0.12

Values from the calculation:
total charge: +1
frontier orbital gap: 1.61 eV
HOMO level: -11.2 eV
E_tot: -4344.980280 hartree


No. 5
Here is a 6-piece molecular cluster, C34H36BF5O3 overall from the Open Molecules 2025 dataset. Energies are from wB97M-V/def2-TZVPD.

Last column: Löwdin charge in e.
Cartesian coordinates (Å):
H  2.23  1.44  -3.92  0.09
C  7.38  -2.71  0.94  -0.08
C  -9.59  1.49  7.40  -0.02
H  -5.86  3.89  -0.35  0.10
H  -9.27  2.36  4.14  0.10
H  -4.45  4.86  1.30  0.11
F  4.00  -2.14  2.05  0.04
H  -1.50  2.41  1.05  0.12
H  2.59  -0.34  -2.20  0.09
H  6.42  0.57  -4.33  0.12
H  8.47  -4.55  1.05  0.10
H  -6.88  2.11  4.71  0.09
H  4.52  -6.56  -4.26  0.10
H  -3.43  4.13  0.07  0.11
C  4.78  3.51  -4.74  -0.02
H  5.74  -4.60  -3.33  0.12
C  0.53  -0.22  -1.65  -0.27
C  5.29  -4.10  2.13  -0.02
H  -3.96  2.81  2.78  0.10
C  -5.35  3.18  0.32  -0.09
H  -2.99  1.49  -0.30  0.07
H  -6.22  1.46  7.02  0.12
C  5.81  2.59  -4.69  -0.29
C  1.28  -1.08  0.85  -0.08
H  -1.48  -0.16  -0.91  0.10
H  3.38  -1.98  -5.73  0.12
H  -8.06  3.04  0.39  0.10
C  6.49  -4.74  1.85  -0.08
C  4.61  -3.21  -4.49  -0.28
O  -6.11  1.87  2.41  0.16
B  -6.42  2.70  1.38  -0.65
H  -6.89  1.36  2.68  0.10
H  1.58  -1.42  1.83  0.09
H  4.46  -4.62  2.59  0.12
F  0.15  0.21  -2.88  0.04
C  1.86  -0.47  -1.41  -0.01
H  3.28  -1.11  0.05  0.09
H  2.74  -6.22  -5.94  0.10
C  -4.11  3.90  0.90  -0.20
C  -2.43  2.02  1.48  -0.25
C  -9.95  1.85  6.11  -0.08
C  5.16  -2.77  1.80  -0.28
H  -2.63  3.89  2.42  0.11
C  -8.24  1.36  7.69  -0.29
C  4.95  -4.48  -4.06  -0.02
C  -8.98  2.07  5.14  -0.09
C  3.24  1.76  -4.14  -0.09
C  -0.44  -0.37  -0.68  -0.02
F  -7.88  1.01  8.94  0.05
H  -2.13  1.43  2.35  0.11
H  -11.00  1.97  5.86  0.10
H  2.17  -3.93  -6.68  0.11
H  8.19  -2.16  0.48  0.11
F  7.07  2.99  -4.96  0.05
C  -3.31  3.16  1.97  -0.19
H  4.11  -0.18  -3.83  0.07
H  5.00  4.54  -4.99  0.12
H  -5.07  2.32  -0.28  0.10
O  -7.75  3.13  1.30  0.13
C  6.18  -2.05  1.21  -0.02
C  -7.64  1.93  5.46  -0.08
H  -0.80  -0.94  1.34  0.11
C  7.53  -4.05  1.26  -0.10
H  6.04  -1.01  0.96  0.12
C  -0.05  -0.81  0.58  -0.07
C  5.59  1.26  -4.36  -0.01
C  4.29  0.86  -4.09  -0.09
O  -3.04  1.11  0.58  -0.08
H  6.60  -5.79  2.10  0.10
H  2.68  3.80  -4.51  0.10
C  2.24  -0.91  -0.15  -0.07
C  4.27  -5.56  -4.59  -0.08
C  -7.26  1.58  6.75  -0.01
C  3.27  -5.37  -5.53  -0.10
C  3.62  -2.99  -5.43  -0.02
F  5.27  -2.15  -3.98  0.04
C  2.95  -4.09  -5.95  -0.08
C  3.49  3.09  -4.46  -0.08
H  -10.32  1.31  8.17  0.12

Values from the calculation:
frontier orbital gap: 9.50 eV
HOMO level: -9.1 eV
E_tot: -2067.165820 hartree
SMILES: OCCCCB(O)O.Fc1ccccc1.Fc1ccccc1.Fc1ccccc1.Fc1ccccc1.Fc1ccccc1